(1)
20
Properties=species:S:1:pos:R:3:forces:R:3:mulliken_charge:R:1 method="wB97M-V/def2-TZVPD" e_homo_ev=-8.43 homo_lumo_gap_ev=9.027 smiles="Cl[SiH](Cl)[C@@H]1C=Cc2ccccc21" total_charge=0 e_above_lowest_ev=0.383
Cl 0.4373 2.2914 2.5534 1.0 0.7 1.8 -0.193
Si -0.8787 2.4798 1.1090 1.1 -1.5 -3.7 0.652
Cl -2.4761 1.3980 1.6106 -1.0 -0.1 0.3 -0.203
C 0.0233 1.5216 -0.3457 -2.1 -0.6 -0.9 0.137
C -1.1248 1.1866 -1.4777 1.2 0.7 2.6 -0.722
C -1.2817 -0.1391 -1.4816 -0.2 0.0 -0.1 -0.659
C -0.2974 -0.8129 -0.6297 -0.8 -0.3 -1.2 0.746
C -0.0365 -2.1757 -0.6523 -2.2 -0.7 0.2 -0.534
C 0.9947 -2.6365 0.1212 0.2 -0.8 0.4 -0.283
C 1.6955 -1.7434 0.9186 -0.2 1.8 -1.8 -0.833
C 1.5332 -0.3409 0.8330 -1.2 -0.4 0.6 -0.294
C 0.4529 0.1081 0.0748 0.9 1.3 -0.9 -0.194
H -1.0741 3.6656 0.2741 -0.5 0.8 1.0 -0.118
H 0.7641 2.1874 -0.8372 0.0 -0.5 0.7 0.406
H -1.7850 1.9862 -1.8461 0.5 -0.6 -0.2 0.346
H -2.0406 -0.7098 -2.0054 0.0 0.2 -0.1 0.365
H -0.8311 -2.8608 -1.0839 1.5 0.8 0.1 0.251
H 1.2785 -3.7020 0.1209 -0.2 0.6 0.1 0.352
H 2.5777 -2.0972 1.2971 1.9 -0.9 1.7 0.407
H 2.0692 0.3935 1.4470 0.2 -0.7 -0.4 0.370



(2)
24
Properties=species:S:1:pos:R:3:forces:R:3:mulliken_charge:R:1 method="wB97M-V/def2-TZVPD" spin_multiplicity=8 e_homo_ev="-18.10 / -18.59" homo_lumo_gap_ev="6.271 / 6.970" s2=15.82 total_charge=+2
O 4.6407 -0.1462 -0.9345 -3.8 -0.3 0.8 -0.072
C 3.5157 -0.2341 -0.7139 17.7 1.3 -3.5 0.614
Eu 1.6459 -0.3801 -0.3473 -16.0 -1.1 3.1 -1.028
O 1.1024 -0.8795 -3.3177 0.3 0.4 2.9 -0.089
C 1.3066 -0.6919 -2.2019 -1.9 -2.8 -16.8 0.681
C 1.9852 -0.0683 1.5074 4.2 2.8 16.4 0.582
O 2.1894 0.1194 2.6233 -0.7 -0.5 -2.7 -0.088
C 1.4444 1.4997 -0.6264 -0.8 16.8 -2.6 0.726
O 1.3231 2.6306 -0.7944 0.1 -2.8 0.4 -0.088
C 1.8473 -2.2599 -0.0680 2.8 -16.8 2.3 0.622
O 1.9686 -3.3908 0.0999 -0.6 2.9 -0.4 -0.085
C -2.4441 0.3129 1.1700 -0.8 -0.4 0.6 -0.734
C -2.2672 1.0604 -0.1131 0.1 1.1 -0.4 -0.511
C -1.4425 0.0434 -0.8844 -2.1 0.2 -2.3 -0.363
O -0.6204 -0.6418 0.0564 0.4 -0.2 -0.2 -0.334
C -1.0239 -0.1877 1.3374 -0.7 -0.1 3.0 -0.363
H -2.8223 0.9207 2.0192 0.4 -0.5 -0.5 0.369
H -3.1242 -0.5545 1.0029 0.4 0.5 0.3 0.302
H -1.6427 1.9617 0.0889 -0.5 -0.3 -0.2 0.176
H -3.2030 1.3784 -0.6194 0.7 -0.3 0.2 0.388
H -2.1206 -0.7164 -1.3327 0.6 0.5 0.0 0.313
H -0.8865 0.5460 -1.6985 0.2 -0.4 0.3 0.319
H -0.3980 0.6744 1.6493 -0.1 -0.3 0.0 0.398
H -0.9739 -0.9965 2.0975 0.3 0.3 -0.7 0.266



(3)
26
Properties=species:S:1:pos:R:3:forces:R:3:mulliken_charge:R:1 method="wB97M-V/def2-TZVPD" e_homo_ev=-9.18 homo_lumo_gap_ev=6.470 smiles="O=C1C(F)=C(F)C(=O)C(F)=C1F.CN(C)NC=O" total_charge=0 e_above_lowest_ev=0.216
O 0.1132 -4.1588 2.1287 -0.1 2.3 -0.6 -0.524
C 0.0801 -2.9658 1.8169 0.2 -2.4 0.3 0.493
C -1.1655 -2.2183 1.6404 -1.7 0.4 0.1 0.281
F -2.3020 -2.9316 1.7822 1.0 0.8 -0.2 -0.265
C -1.1929 -0.8819 1.4539 -2.1 -0.5 0.0 0.152
F -2.3775 -0.2233 1.4373 1.2 -0.7 0.0 -0.303
C 0.0054 -0.0526 1.3980 0.2 3.6 0.9 1.155
O -0.0209 1.1907 1.5649 -0.1 -3.2 1.1 -0.693
C 1.2443 -0.8226 1.4306 2.1 -0.4 0.3 0.050
F 2.3951 -0.1014 1.4437 -1.2 -0.8 -0.2 -0.322
C 1.2862 -2.1600 1.6153 1.6 0.6 0.0 0.232
F 2.4601 -2.8141 1.7389 -1.1 0.7 -0.1 -0.276
C 1.2771 1.8345 -0.8698 0.1 0.1 0.2 -0.893
N 0.1875 0.8573 -0.8889 -0.3 0.1 -0.6 0.181
C 0.2541 -0.1122 -1.9733 -0.2 -0.5 0.4 -0.858
N -1.0858 1.4520 -0.7343 -0.1 0.6 -0.9 -0.267
C -1.6497 2.2101 -1.7454 1.1 -0.4 -0.3 -0.027
O -1.2505 2.1957 -2.9016 -0.8 0.4 1.2 -0.534
H 2.0834 1.4499 -1.5123 -0.2 0.4 0.2 0.345
H 0.9112 2.8173 -1.2038 0.3 -0.3 -0.1 0.270
H 1.6672 1.9280 0.1527 -0.1 0.1 -0.3 0.280
H 1.1571 0.0827 -2.5476 -0.3 -0.1 -0.4 0.316
H 0.3594 -1.1133 -1.5358 -0.1 -0.1 -0.2 0.271
H -0.6538 -0.0758 -2.5705 0.3 -0.1 -0.3 0.310
H -1.2949 1.8022 0.1962 0.3 -0.4 0.1 0.292
H -2.4877 2.8115 -1.3160 0.1 -0.2 -0.6 0.337



(4)
19
Properties=species:S:1:pos:R:3:forces:R:3:mulliken_charge:R:1 method="wB97M-V/def2-TZVPD" e_homo_ev=-9.15 homo_lumo_gap_ev=9.012 smiles=Cc1ncc2ccccc2n1 total_charge=0 e_above_lowest_ev=2.707
C -3.4182 -0.6295 0.0962 0.1 -1.8 3.9 -1.024
C -2.0242 0.0050 0.1424 -0.5 -0.4 -1.6 0.613
N -1.7358 1.3537 -0.0748 -1.0 1.4 -0.5 -0.558
C -0.5346 1.7754 -0.3231 1.9 -1.1 3.2 -0.109
C 0.6054 0.8348 0.0028 -1.8 1.6 -1.7 0.711
C 1.9457 1.2301 0.1584 0.9 2.1 0.8 -0.608
C 2.9796 0.3370 0.0513 2.5 -1.9 1.8 -0.295
C 2.6800 -1.0531 -0.0915 -2.5 0.7 0.2 -0.425
C 1.2811 -1.3974 -0.0781 1.0 -4.0 -2.4 -0.272
C 0.2196 -0.5012 -0.1145 -0.7 0.7 0.8 0.227
N -1.1834 -0.8928 -0.1079 5.4 -1.8 0.3 -0.493
H -3.9894 -0.7630 1.0888 1.1 0.9 -1.0 0.237
H -3.9128 0.0511 -0.4497 -2.7 1.9 -2.3 0.342
H -3.4903 -1.7111 -0.2306 0.9 1.6 -0.4 0.294
H -0.1864 2.8523 -0.4615 -1.4 -1.3 -0.2 0.321
H 2.2247 2.2857 0.5277 -0.8 -1.5 -1.1 0.243
H 4.1252 0.5027 0.3812 -2.9 0.4 -1.2 0.210
H 3.5012 -1.7900 -0.1155 -0.8 0.3 -0.1 0.362
H 0.9125 -2.4896 -0.4018 1.2 2.2 1.3 0.224



(5)
22
Properties=species:S:1:pos:R:3:forces:R:3:mulliken_charge:R:1 method="wB97M-V/def2-TZVPD" e_homo_ev=-8.28 homo_lumo_gap_ev=8.043 smiles="C/C(=C/C#N)Nc1coc(O)c1C=S" total_charge=0 e_above_lowest_ev=3.609
C -2.1251 1.3964 -1.9704 -1.3 0.6 1.0 -1.225
C -1.3039 0.3312 -1.1442 -2.1 2.5 -2.2 0.841
C -0.9365 -0.7615 -1.7756 1.5 -4.4 -1.4 -0.458
C -0.0608 -1.7538 -1.1581 1.0 -0.5 0.0 0.241
N 0.7163 -2.5354 -0.7785 -1.1 0.8 -0.7 -0.537
N -1.0144 0.6482 0.1367 -2.5 2.2 -0.9 -0.276
C -0.2235 -0.0724 0.9219 2.3 -1.3 1.3 0.325
C -0.3952 -1.2770 1.4546 -1.0 -0.9 1.7 -0.647
O 0.7457 -1.6926 2.1361 0.3 0.3 -0.9 -0.309
C 1.6771 -0.7904 1.8418 -0.2 0.2 0.1 0.208
O 2.8957 -0.9356 2.3146 0.9 -0.9 0.7 -0.507
C 1.1659 0.2817 1.1184 0.4 -2.1 1.5 0.249
C 1.8964 1.3853 0.7256 2.7 0.3 -0.5 0.018
S 1.2505 2.7332 0.1203 0.0 1.2 -0.3 -0.375
H -1.9455 1.4623 -3.0465 0.9 -0.4 0.3 0.362
H -1.9192 2.4137 -1.5389 -0.2 -0.9 -0.4 0.307
H -3.2792 1.2769 -2.0141 1.8 -0.2 0.9 0.242
H -1.1583 -1.2259 -2.8001 -0.3 1.8 1.4 0.250
H -0.9557 1.6357 0.3804 -0.2 -0.1 -0.6 0.338
H -1.2127 -1.9832 1.5570 0.2 0.4 -0.3 0.363
H 3.1242 -1.8078 2.7434 -0.9 1.2 -0.8 0.377
H 3.0583 1.2712 0.7756 -2.1 0.2 0.1 0.213



(6)
22
Properties=species:S:1:pos:R:3:forces:R:3:mulliken_charge:R:1 method="wB97M-V/def2-TZVPD" e_homo_ev=0.28 homo_lumo_gap_ev=5.793 total_charge=-2
C 2.1424 0.9390 -1.2951 0.6 -0.1 -0.3 -0.501
C 1.2095 1.9468 -1.0451 0.1 0.3 -0.1 -0.380
C 1.8770 -0.3294 -0.7970 0.4 0.0 -0.2 -0.436
C 0.0690 1.7051 -0.3313 -0.1 0.3 -0.1 -0.341
C 0.7353 -0.5963 -0.0801 -0.3 -0.4 0.3 -0.378
C -0.2419 0.4139 0.1920 0.1 -0.2 0.3 0.342
C -3.1163 1.3594 0.5226 -0.3 0.2 -0.1 0.685
C -4.1462 -0.5371 -0.8717 0.0 0.7 0.3 0.619
C -1.6797 -1.0366 1.4051 0.2 -0.1 0.0 -1.274
N -3.8068 0.7434 -0.2424 -0.5 -0.6 -0.6 -0.382
N -1.3422 0.2586 0.9012 -0.1 -0.1 0.0 -0.453
O -3.9144 -0.6003 -2.0771 0.3 -0.1 -0.9 -0.733
O -2.9258 2.3351 1.1816 0.4 0.9 0.7 -0.646
O -4.7223 -1.3361 -0.1302 -0.3 -0.7 0.7 -0.712
H 3.0456 1.1416 -1.8663 -0.1 0.0 0.0 0.307
H 1.4021 2.9477 -1.4339 -0.1 -0.1 0.1 0.292
H 2.5917 -1.1341 -0.9829 -0.1 0.1 0.0 0.273
H -0.6422 2.4954 -0.1462 -0.1 0.1 0.0 0.364
H 0.5715 -1.6044 0.2809 -0.1 0.0 0.0 0.301
H -2.6093 -0.9461 1.9720 0.0 -0.2 0.0 0.305
H -1.8525 -1.7784 0.6099 0.0 -0.1 0.1 0.364
H -0.9032 -1.4462 2.0844 0.0 0.0 -0.1 0.384